# C5H11NS

One molecule with the formula C5H11NS in a non-equilibrium geometry (wB97M-V/def2-TZVPD, the OMol25 dataset).

Last columns: bonded neighbours and bond lengths (Å).
Element x y z (Å)
1 C -2.10875 0.05090 -0.73998  N2 1.389, H8 1.078, H9 1.104, H10 1.124
2 N -1.29837 0.05076 0.38825  C1 1.389, C3 1.466, C7 1.440
3 C -0.50726 1.25326 0.66720  N2 1.466, C4 1.527, H11 1.157, H12 1.078
4 C 0.69608 1.34685 -0.26790  C3 1.527, S5 1.820, H13 1.103, H14 1.103
5 S 1.81302 -0.08148 -0.11517  C4 1.820, C6 1.818
6 C 0.51551 -1.34831 -0.24462  S5 1.818, C7 1.508, H15 1.083, H16 1.079
7 C -0.66516 -1.20888 0.68278  N2 1.440, C6 1.508, H17 1.087, H18 1.069
8 H -2.82560 -0.75397 -0.74020  C1 1.078
9 H -1.58331 -0.03364 -1.70702  C1 1.104
10 H -2.76481 0.96254 -0.76741  C1 1.124
11 H -0.16308 1.24321 1.77215  C3 1.157
12 H -1.12165 2.13394 0.57158  C3 1.078
13 H 1.27074 2.26356 -0.05457  C4 1.103
14 H 0.31722 1.49911 -1.29206  C4 1.103
15 H 0.07784 -1.35126 -1.23494  C6 1.083
16 H 1.04909 -2.27641 -0.10965  C6 1.079
17 H -1.42110 -1.94239 0.41341  C7 1.087
18 H -0.33750 -1.35925 1.68877  C7 1.069

Output
M   117.22 g mol⁻¹
E_LUMO   0.965 eV
Net charge   0
SMILES   CN1CCSCC1

Atomic partial charges in e from the Löwdin method, atoms 1 to 2: atom 1 (C): -0.142, atom 2 (N): -0.267